[1]
# C51H41BrFO18PSi

A cluster of 9 separate species, C51H41BrFO18PSi in total at a distorted geometry (wB97M-V/def2-TZVPD, the Open Molecules 2025 dataset).

CARTESIAN COORDINATES (ANGSTROEM)
C -3.2383 4.3095 -0.2350
Si -3.5390 6.1288 0.1441
F -3.8730 6.2565 1.7914
C -4.9022 6.9415 -0.9149
C -6.3532 6.6749 -0.3928
O -6.4194 5.6529 0.6111
P -1.6772 7.3483 -0.2167
O -1.9183 8.1905 -1.6591
Br -1.7724 8.8885 1.4463
H -4.1533 3.6859 -0.2459
H -2.5830 3.8890 0.5800
H -2.6879 4.1302 -1.1889
H -4.7817 6.6727 -1.9877
H -4.6982 8.0384 -0.8741
H -6.7619 7.6170 0.0365
H -7.0109 6.4074 -1.2423
H -6.3237 6.1165 1.4438
H -1.0602 8.4048 -2.0292
O 0.1611 -1.7235 -3.6569
C -0.2297 -0.6097 -3.3651
C -0.3786 -0.1951 -1.9535
C -0.8074 1.0230 -1.6339
C -1.1530 2.0129 -2.6751
O -1.5448 3.1232 -2.3724
C -1.0061 1.6015 -4.0892
C -0.5753 0.3818 -4.4106
H -0.1252 -0.9258 -1.2048
H -0.9238 1.3432 -0.6070
H -1.2653 2.3397 -4.8377
H -0.4604 0.0601 -5.4388
O -3.7863 -0.6116 5.3689
C -3.3700 -0.0138 4.3985
C -2.3799 1.0781 4.5364
C -1.9240 1.7349 3.4708
C -2.3873 1.3985 2.1068
O -1.9687 1.9967 1.1347
C -3.3765 0.3079 1.9682
C -3.8328 -0.3489 3.0333
H -2.0523 1.3092 5.5421
H -1.2007 2.5367 3.5510
H -3.7031 0.0770 0.9622
H -4.5560 -1.1505 2.9524
O -0.7387 -1.2220 0.9408
C 0.1253 -1.9031 1.4645
C 1.2654 -2.4486 0.6915
C 2.2027 -3.1941 1.2755
C 2.1428 -3.5057 2.7211
O 2.9985 -4.1841 3.2554
C 1.0046 -2.9620 3.4945
C 0.0683 -2.2172 2.9103
H 1.2954 -2.2122 -0.3636
H 3.0448 -3.6034 0.7255
H 0.9781 -3.2017 4.5500
H -0.7716 -1.8099 3.4595
O 3.5939 12.8178 3.1929
C 3.1457 11.6982 3.3312
C 3.7169 10.7606 4.3239
C 3.2267 9.5313 4.4743
C 2.0895 9.0519 3.6562
O 1.6433 7.9322 3.7960
C 1.5179 9.9894 2.6632
C 2.0091 11.2191 2.5136
H 4.5471 11.1285 4.9134
H 3.6315 8.8314 5.1943
H 0.6859 9.6224 2.0722
H 1.6045 11.9193 1.7938
O -9.6529 5.2356 -2.6008
C -9.5948 4.1003 -2.1740
C -10.5702 3.0701 -2.5964
C -10.5061 1.8255 -2.1258
C -9.4564 1.4211 -1.1629
O -9.3979 0.2860 -0.7366
C -8.4822 2.4517 -0.7414
C -8.5462 3.6961 -1.2119
H -11.3298 3.3838 -3.3013
H -11.2101 1.0583 -2.4219
H -7.7224 2.1391 -0.0363
H -7.8422 4.4615 -0.9138
O 4.5429 -4.6691 -0.3594
C 5.3999 -5.3481 0.1746
C 6.5379 -5.8918 -0.5990
C 7.4748 -6.6368 -0.0150
C 7.4158 -6.9491 1.4305
O 8.2729 -7.6269 1.9589
C 6.2777 -6.4054 2.2036
C 5.3399 -5.6600 1.6204
H 6.5641 -5.6520 -1.6545
H 8.3153 -7.0451 -0.5626
H 6.2516 -6.6452 3.2590
H 4.4980 -5.2510 2.1700
O 10.7840 -9.4906 0.0923
C 11.0764 -10.1956 1.0368
C 10.4022 -10.0470 2.3467
C 10.7278 -10.8219 3.3811
C 11.7734 -11.8621 3.2642
O 12.0682 -12.5689 4.2061
C 12.4472 -12.0101 1.9544
C 12.1228 -11.2365 0.9197
H 9.6394 -9.2818 2.4144
H 10.2473 -10.7285 4.3466
H 13.2099 -12.7755 1.8875
H 12.6038 -11.3305 -0.0457
O -1.2768 -1.8575 -7.0047
C -1.7652 -2.9602 -6.8597
C -1.2422 -3.9063 -5.8486
C -1.7789 -5.1161 -5.6940
C -2.9195 -5.5633 -6.5240
O -3.4092 -6.6643 -6.3814
C -3.4421 -4.6165 -7.5349
C -2.9062 -3.4070 -7.6901
H -0.4085 -3.5616 -5.2493
H -1.4105 -5.8222 -4.9609
H -4.2760 -4.9608 -8.1333
H -3.2749 -2.7009 -8.4233

Its HOMO energy is -8.49 eV. The value obtained for the energy above the lowest of the compared OMol25 structures with the same formula, charge and spin is 8.97 kcal per mole. As for the SMILES: C[Si@](F)(CCO)P(O)Br.O=C1C=CC(=O)C=C1.O=C1C=CC(=O)C=C1.O=C1C=CC(=O)C=C1.O=C1C=CC(=O)C=C1.O=C1C=CC(=O)C=C1.O=C1C=CC(=O)C=C1.O=C1C=CC(=O)C=C1.O=C1C=CC(=O)C=C1. The spin multiplicity is 1. The value obtained for the lowest unoccupied orbital energy is -1.996 eV. Its total energy is -180326.8115 eV.

---

[2]
# C28H30N4Pd

A structure of composition C28H30N4Pd (wB97M-V/def2-TZVPD, the Open Molecules 2025 dataset).

CARTESIAN COORDINATES (ANGSTROEM)
Pd 0.5399 0.1746 0.2201
C 1.2032 0.8591 -2.4519
N 0.1137 1.4147 -1.6013
C 0.4135 2.7358 -0.9828
C -0.2899 2.8708 0.3221
C -0.9977 3.9997 0.6944
C -1.5323 4.0979 1.9674
C -1.3373 3.0223 2.8480
C -0.6499 1.9142 2.4232
N -0.1228 1.8105 1.1832
C -1.1883 1.4069 -2.2918
C -2.2641 0.4745 -1.7737
C -3.4759 0.3919 -2.4606
C -4.4538 -0.4499 -1.9732
C -4.2039 -1.1875 -0.8230
C -2.9700 -1.0383 -0.2153
N -2.0261 -0.2234 -0.6819
C 1.1883 -0.6282 -2.4101
C 1.2945 -1.4283 -3.5331
C 1.3951 -2.8030 -3.4041
C 1.3798 -3.3449 -2.1066
C 1.2479 -2.5119 -1.0265
N 1.1490 -1.1683 -1.1442
H 2.1354 1.2352 -2.0092
H 1.1410 1.2167 -3.4850
H 0.1595 3.5695 -1.6457
H 1.4996 2.7391 -0.8206
H -1.1118 4.8047 -0.0211
H -2.0852 4.9759 2.2705
H -1.7268 3.0443 3.8565
H -0.4955 1.0580 3.0655
H -1.0204 1.1632 -3.3450
H -1.5951 2.4224 -2.2692
H -3.6378 0.9785 -3.3570
H -5.4047 -0.5353 -2.4842
H -4.9424 -1.8600 -0.4094
H -2.7180 -1.5923 0.6830
H 1.3134 -0.9586 -4.5091
H 1.4827 -3.4378 -4.2743
H 1.4613 -4.4105 -1.9421
H 1.2112 -2.8848 -0.0113
C 2.8385 0.6388 2.8978
C 2.5426 -0.7744 2.3748
C 3.5776 -1.0765 1.2772
C 1.1350 -0.8249 1.8185
C 2.6755 -1.8341 3.4733
C 2.4201 -3.1721 3.1597
C 2.5167 -4.1717 4.1122
C 2.8726 -3.8579 5.4197
C 3.1256 -2.5378 5.7503
C 3.0272 -1.5376 4.7858
H 2.7321 1.3477 2.0756
H 3.8577 0.7107 3.2874
H 2.1450 0.9392 3.6855
H 3.4765 -0.3530 0.4654
H 3.4425 -2.0722 0.8538
H 4.5890 -1.0134 1.6865
H 0.3751 -1.2277 2.4904
H 2.1311 -3.4284 2.1466
H 2.3147 -5.1993 3.8364
H 2.9473 -4.6352 6.1693
H 3.4019 -2.2759 6.7642
H 3.2315 -0.5156 5.0740

Its HOMO energy (alpha / beta) is -3.56 / -7.87 eV. The spin multiplicity is 3. As for the expectation value of S²: 2.025. The value obtained for the lowest unoccupied orbital energy (alpha / beta) is -0.291 / 0.582 eV. Its total energy is -38959.8201 eV.

---

[3]
# C4H13NO

A cluster of 2 separate species, C4H13NO in total at a distorted geometry (wB97M-V/def2-TZVPD, the Open Molecules 2025 dataset).

CARTESIAN COORDINATES (ANGSTROEM)
C -0.5982 -1.5582 0.8144
C -0.8713 -1.3367 -0.5975
O -0.0877 -0.2330 -1.0102
C -0.4721 0.7822 -2.0043
C -1.5809 0.3051 -2.8926
H -1.3208 -0.8384 1.3032
H -0.9853 -2.5290 1.1872
H 0.5118 -1.5967 0.8626
H -1.9422 -1.2219 -0.8404
H -0.5670 -2.3380 -1.2894
H 0.3927 1.3382 -2.5510
H -0.8774 1.5817 -1.3768
H -1.8194 0.9528 -3.6817
H -2.5309 0.4305 -2.2483
H -1.2100 -0.6129 -3.2060
N 3.7643 1.8132 4.5443
H 3.9082 1.0598 3.9653
H 2.9007 1.4539 5.0720
H 3.3852 2.5474 3.9492

Its HOMO energy is -9.27 eV. The value obtained for the energy above the lowest of the compared OMol25 structures with the same formula, charge and spin is 61.11 kcal per mole. As for the SMILES: CCOCC.N. The spin multiplicity is 1. The value obtained for the lowest unoccupied orbital energy is 0.909 eV. Its total energy is -7894.0108 eV.

---

[4]
# C58H76CrN3O4P

A structure of composition C58H76CrN3O4P at a distorted geometry (wB97M-V/def2-TZVPD, the Open Molecules 2025 dataset).

CARTESIAN COORDINATES (ANGSTROEM)
Cr 0.2815 0.0786 0.5989
C 1.5738 3.1449 3.2116
O 1.0478 2.3216 2.1676
C 1.3139 0.9801 2.3824
C 0.4895 0.2290 3.2533
C -0.9292 0.6853 3.5187
C -1.9338 -0.0395 2.6303
C -2.7131 -1.0746 3.1502
C -3.6423 -1.7558 2.3799
C -3.8272 -1.3091 1.0653
C -3.0909 -0.2721 0.5217
C -3.4992 0.3492 -0.7838
C -2.6059 0.4802 -2.0088
C -3.2077 1.1592 -3.0750
C -2.5249 1.5083 -4.2285
C -1.1593 1.2293 -4.2529
C -0.5186 0.5326 -3.2390
C 0.9690 0.2953 -3.4556
C 1.9507 -0.1373 -2.3928
C 2.9236 -1.0614 -2.7254
C 4.0345 -1.3209 -1.9148
C 4.1673 -0.5491 -0.7726
C 3.1866 0.3662 -0.3797
C 3.3652 1.1504 0.9125
C 2.5958 0.4932 2.0363
C 3.0929 -0.6011 2.7237
C 2.3504 -1.2609 3.7054
C 1.0277 -0.8749 3.8897
C 2.9390 -2.3614 4.5834
C 4.3119 -2.8178 4.0894
C 1.9979 -3.5758 4.6140
C 3.0867 -1.7988 6.0066
C 2.0365 0.5324 -1.1613
O 1.0156 1.3209 -0.7221
C 5.0417 -2.3971 -2.3209
C 5.7487 -1.9775 -3.6174
C 6.0965 -2.6244 -1.2397
C 4.2946 -3.7201 -2.5511
C -1.2779 0.1063 -2.1518
O -0.6861 -0.7769 -1.2507
C -0.7617 -2.1293 -1.7758
C -3.1952 2.1463 -5.4450
C -2.9700 1.2401 -6.6649
C -4.6997 2.3183 -5.2454
C -2.5726 3.5235 -5.7125
C -2.0915 0.3460 1.2928
O -1.2730 1.2901 0.7570
C -4.4742 -2.9117 2.9396
C -4.6491 -4.0056 1.8768
C -3.8014 -3.5330 4.1676
C -5.8587 -2.3787 3.3410
H 2.6526 3.0038 3.3091
H 1.0934 2.9149 4.1661
H 1.3626 4.1747 2.9293
H -0.9988 1.7563 3.3357
H -1.1821 0.4904 4.5604
H -2.5635 -1.3507 4.1881
H -4.5927 -1.7680 0.4469
H -3.7520 1.3839 -0.5337
H -4.4365 -0.1109 -1.1030
H -4.2537 1.4254 -2.9629
H -0.5612 1.5426 -5.1052
H 1.3536 1.2525 -3.8251
H 1.0745 -0.3881 -4.3018
H 2.8264 -1.5822 -3.6741
H 5.0412 -0.6602 -0.1388
H 2.9992 2.1665 0.7821
H 4.4271 1.1872 1.1541
H 4.0947 -0.9376 2.4818
H 0.3887 -1.4346 4.5642
H 4.2544 -3.2466 3.0840
H 4.6966 -3.5880 4.7606
H 5.0380 -2.0017 4.0822
H 1.7385 -3.9006 3.6046
H 1.0717 -3.3609 5.1506
H 2.4892 -4.4050 5.1283
H 3.7915 -0.9636 6.0279
H 3.4589 -2.5787 6.6759
H 2.1286 -1.4463 6.3953
H 6.2877 -1.0373 -3.4784
H 5.0366 -1.8415 -4.4341
H 6.4677 -2.7422 -3.9227
H 6.7236 -1.7420 -1.0882
H 6.7512 -3.4446 -1.5392
H 5.6400 -2.8936 -0.2824
H 3.6048 -3.6552 -3.3955
H 3.7160 -4.0008 -1.6666
H 5.0073 -4.5201 -2.7659
H -0.5248 -2.1018 -2.8391
H -1.7700 -2.5170 -1.6280
H -0.0398 -2.7414 -1.2520
H -3.3300 0.2276 -6.4659
H -1.9125 1.1758 -6.9310
H -3.5120 1.6319 -7.5296
H -5.1920 1.3644 -5.0424
H -5.1384 2.7317 -6.1551
H -4.9280 3.0063 -4.4264
H -1.4965 3.4529 -5.8917
H -2.7380 4.1942 -4.8620
H -3.0278 3.9826 -6.5939
H -3.6899 -4.2838 1.4309
H -5.3198 -3.6954 1.0732
H -5.0832 -4.8977 2.3335
H -2.7596 -3.7971 3.9623
H -4.3310 -4.4430 4.4546
H -3.8223 -2.8614 5.0287
H -6.3588 -1.9093 2.4904
H -5.7714 -1.6347 4.1364
H -6.4936 -3.1936 3.7027
C 0.8399 -4.7524 1.1979
C 1.9433 -3.9826 0.8562
C 1.8274 -2.6001 0.7350
C 0.6070 -1.9407 0.9380
C -0.4933 -2.7438 1.2608
C -0.3826 -4.1226 1.3996
H 0.9273 -5.8282 1.2935
H 2.9055 -4.4567 0.6864
H 2.7049 -2.0512 0.4249
H -1.4729 -2.3034 1.3797
H -1.2612 -4.7080 1.6504
C -0.4940 5.5782 -2.2001
N -0.0455 4.2203 -1.6792
C 0.8135 4.4263 -0.4158
N 0.1080 5.2031 0.5471
C -0.3235 6.4776 -0.0225
N -1.1873 6.3043 -1.1896
C -2.4840 5.6924 -0.8247
P -2.3383 3.9877 -0.0684
C -1.2322 3.3358 -1.3926
C -1.0103 4.4483 1.1408
H -1.1279 5.3946 -3.0659
H 0.4067 6.1100 -2.5047
H 0.5295 3.7461 -2.3765
H 1.7153 4.9390 -0.7500
H 1.0436 3.4306 -0.0451
H 0.5569 7.0483 -0.3209
H -0.8658 7.0403 0.7337
H -3.1144 5.6424 -1.7156
H -2.9864 6.3567 -0.1196
H -1.7833 3.2058 -2.3225
H -0.8452 2.3763 -1.0746
H -0.6333 3.5259 1.5772
H -1.4595 5.0492 1.9340

Its HOMO energy (alpha / beta) is -10.03 / -10.24 eV. The value obtained for the energy above the lowest of the compared OMol25 structures with the same formula, charge and spin is 4.63 kcal per mole. Its charge is +1. The spin multiplicity is 4. As for the expectation value of S²: 3.840. The value obtained for the lowest unoccupied orbital energy (alpha / beta) is -2.497 / -2.040 eV. Its total energy is -111746.2207 eV.